{"formula": "C4H4O2S2", "method": "the ωB97M-V functional and the def2-TZVPD basis", "symbols": ["C", "C", "C", "C", "H", "H", "H", "H", "O", "O", "S", "S"], "positions_angstrom": [[1.38, 0.28, 0.10], [-0.07, -0.12, 0.40], [-0.68, -1.35, 0.09], [-2.62, -0.10, 0.07], [2.47, 1.81, -0.30], [-0.26, -2.41, -0.25], [-2.97, -0.25, 1.16], [-3.48, -0.02, -0.69], [1.46, 1.58, 0.04], [-2.04, -1.31, -0.16], [2.63, -0.73, -0.07], [-1.34, 1.13, -0.11]], "e_tot_ha": -1101.58889, "homo_energy_ev": -8.27, "lumo_ev": -0.269, "largest_force_ev_per_a": 4.24, "smiles": "OC(=S)C1=COCS1", "gap_ev": 8.0}

=====

{"formula": "C26H35BN10Ti", "method": "the ωB97M-V functional and the def2-TZVPD basis", "symbols": ["Ti", "C", "C", "C", "C", "N", "N", "B", "N", "C", "C", "C", "C", "N", "N", "C", "C", "C", "C", "N", "N", "C", "C", "C", "C", "N", "H", "H", "H", "H", "H", "H", "H", "H", "H", "H", "H", "H", "H", "H", "H", "H", "H", "H", "H", "H", "C", "N", "C", "C", "N", "C", "H", "H", "H", "H", "H", "H", "C", "C", "C", "C", "C", "C", "H", "H", "H", "H", "H", "H", "H", "H", "H"], "positions_angstrom": [[0.06, -0.40, -0.22], [1.46, 0.80, -3.31], [1.33, 1.75, -2.15], [1.28, 3.16, -2.12], [1.18, 3.53, -0.80], [1.17, 2.39, -0.03], [1.13, 1.29, -0.94], [0.31, 2.32, 1.22], [-1.14, 2.04, 0.90], [-2.35, 2.43, 1.42], [-3.41, 1.86, 0.65], [-2.77, 1.12, -0.38], [-3.27, 0.47, -1.65], [-1.45, 1.18, -0.24], [0.89, 1.10, 1.97], [1.46, 1.09, 3.20], [1.60, -0.23, 3.68], [0.95, -1.03, 2.69], [0.85, -2.53, 2.62], [0.50, -0.22, 1.69], [0.42, 3.59, 2.00], [1.53, 4.45, 2.09], [1.36, 5.26, 3.21], [0.13, 4.77, 3.79], [-0.56, 5.19, 5.03], [-0.36, 3.79, 3.07], [1.75, 1.39, -4.20], [0.54, 0.22, -3.40], [2.27, 0.12, -3.05], [1.27, 3.88, -2.97], [1.16, 4.47, -0.34], [-2.38, 3.07, 2.33], [-4.49, 1.89, 0.81], [-2.56, 0.69, -2.47], [-4.26, 0.81, -1.90], [-3.36, -0.61, -1.62], [1.83, 1.98, 3.71], [1.81, -0.62, 4.67], [1.12, -2.92, 1.59], [-0.20, -2.82, 2.88], [1.48, -2.93, 3.41], [2.36, 4.32, 1.39], [1.99, 6.04, 3.61], [-0.75, 6.28, 4.96], [0.15, 5.12, 5.84], [-1.48, 4.59, 5.25], [-3.91, -3.73, 1.26], [-2.94, -3.30, 0.31], [-2.98, -3.44, -1.11], [-2.05, -2.56, -1.56], [-1.52, -1.83, -0.52], [-2.12, -2.27, 0.57], [-3.25, -4.24, 2.01], [-4.56, -4.53, 0.85], [-4.47, -2.90, 1.69], [-3.42, -4.28, -1.58], [-1.72, -2.41, -2.57], [-2.01, -1.92, 1.56], [3.75, -3.06, -2.97], [2.20, -3.00, -3.12], [1.59, -4.44, -2.95], [1.85, -2.34, -4.50], [1.79, -2.10, -2.11], [1.26, -1.44, -1.21], [4.07, -3.86, -3.59], [3.98, -3.28, -1.95], [4.30, -2.15, -3.23], [1.92, -5.17, -3.75], [0.50, -4.35, -2.91], [1.95, -4.90, -2.04], [2.14, -3.06, -5.28], [2.34, -1.37, -4.62], [0.79, -2.22, -4.58]], "e_tot_ha": -2432.66303, "homo_energy_ev": [-17.42, -17.42], "lumo_ev": [-9.915, -12.574], "multiplicity": 2, "largest_force_ev_per_a": 4.15, "charge": 3, "gap_ev": [7.5, 4.8]}

=====

{"formula": "C23H18B2Br4F4KN7O9S", "method": "the ωB97M-V functional and the def2-TZVPD basis", "symbols": ["K", "C", "C", "N", "O", "B", "F", "F", "O", "N", "C", "C", "C", "N", "O", "B", "F", "F", "O", "N", "C", "C", "C", "H", "H", "H", "H", "H", "H", "H", "H", "H", "H", "H", "H", "Br", "C", "C", "Br", "C", "Br", "C", "O", "C", "O", "C", "Br", "O", "S", "O", "O", "C", "N", "C", "C", "C", "N", "C", "C", "C", "N", "C", "C", "H", "H", "H", "H", "H", "H"], "positions_angstrom": [[0.78, -1.13, 0.35], [-3.14, 1.18, 1.80], [-1.98, 0.22, 1.83], [-1.70, -0.57, 0.86], [-2.50, -0.60, -0.22], [-2.03, -1.50, -1.32], [-0.88, -0.96, -1.92], [-3.04, -1.57, -2.24], [-1.74, -2.89, -0.87], [-1.02, -2.98, 0.27], [-0.60, -4.12, 0.64], [-0.83, -5.39, -0.14], [0.11, -4.18, 1.92], [0.57, -3.08, 2.38], [1.17, -3.10, 3.59], [1.67, -1.81, 4.10], [2.85, -1.43, 3.43], [1.98, -2.00, 5.43], [0.65, -0.74, 4.06], [-0.13, -0.64, 2.97], [-1.13, 0.15, 3.01], [-1.49, 0.99, 4.21], [0.26, -5.50, 2.62], [-3.57, 1.15, 0.81], [-2.81, 2.19, 2.03], [-3.90, 0.90, 2.53], [-1.03, -5.12, -1.17], [-1.70, -5.92, 0.26], [0.04, -6.04, -0.08], [-0.77, 0.79, 4.99], [-2.48, 0.72, 4.56], [-1.46, 2.05, 3.96], [1.19, -5.98, 2.32], [-0.56, -6.17, 2.40], [0.32, -5.31, 3.70], [7.49, -2.44, 2.13], [5.88, -1.57, 1.71], [5.75, -0.19, 1.98], [7.20, 0.75, 2.71], [4.57, 0.45, 1.71], [4.31, 2.24, 2.15], [3.45, -0.21, 1.12], [2.37, 0.36, 0.96], [3.63, -1.63, 0.72], [2.76, -2.23, 0.08], [4.85, -2.25, 1.13], [4.96, -4.09, 0.76], [-1.92, 5.54, -8.10], [-1.01, 5.54, -6.97], [0.19, 4.75, -7.16], [-0.80, 6.84, -6.35], [-1.93, 4.73, -5.60], [-3.23, 4.91, -5.56], [-3.85, 4.44, -4.49], [-3.18, 3.82, -3.45], [-1.79, 3.67, -3.60], [-1.19, 4.13, -4.70], [-0.94, 2.98, -2.63], [-1.22, 2.96, -1.26], [-0.37, 2.25, -0.43], [0.67, 1.57, -0.87], [0.95, 1.61, -2.16], [0.19, 2.31, -3.08], [-4.93, 4.55, -4.48], [-3.70, 3.45, -2.58], [-2.06, 3.51, -0.86], [-0.53, 2.23, 0.64], [1.82, 1.05, -2.46], [0.45, 2.36, -4.12]], "e_tot_ha": -13691.36161, "homo_energy_ev": -3.36, "lumo_ev": 0.537, "largest_force_ev_per_a": 3.32, "charge": -2, "gap_ev": 3.9}

=====

{"formula": "C5H10NS", "method": "the ωB97M-V functional and the def2-TZVPD basis", "symbols": ["C", "C", "C", "C", "C", "N", "S", "H", "H", "H", "H", "H", "H", "H", "H", "H", "H"], "positions_angstrom": [[0.13, -0.14, 0.16], [1.39, 0.10, -0.18], [-0.83, -2.85, -0.09], [-2.02, 1.45, 0.08], [1.98, 1.39, 0.25], [-0.24, -1.77, -0.38], [-1.00, 0.47, 1.24], [2.06, -0.54, -0.67], [-0.63, -3.62, -0.83], [-1.47, -2.76, 0.85], [-3.00, 1.32, 0.20], [-1.58, 1.05, -0.90], [1.30, 2.25, 0.28], [2.84, 1.59, -0.31], [2.44, 1.36, 1.32], [0.20, -1.78, -1.25], [-1.57, 2.49, 0.23]], "e_tot_ha": -649.08942, "homo_energy_ev": -13.55, "lumo_ev": -4.288, "largest_force_ev_per_a": 7.42, "smiles": "C=[NH+]/C(=C/C)SC", "charge": 1, "gap_ev": 9.3}

=====

{"formula": "C4H13N3", "method": "the ωB97M-V functional and the def2-TZVPD basis", "symbols": ["C", "C", "C", "N", "H", "H", "H", "H", "H", "H", "H", "H", "H", "C", "N", "N", "H", "H", "H", "H"], "positions_angstrom": [[0.02, -0.36, 1.82], [-0.49, 1.05, -0.22], [-1.77, 1.53, 0.42], [1.20, -0.90, 1.70], [1.92, -0.32, 2.13], [1.26, -0.77, 0.12], [-0.18, 0.55, 2.40], [-0.85, -0.95, 1.54], [-0.65, 0.90, -1.28], [0.38, 1.69, -0.06], [-2.23, 2.33, -0.17], [-2.51, 0.72, 0.49], [-1.62, 1.94, 1.42], [0.23, -1.68, -1.51], [1.02, -0.60, -0.93], [1.81, 0.02, -1.73], [2.34, 0.69, -1.17], [-0.32, -1.29, -2.37], [0.90, -2.47, -1.85], [-0.45, -2.07, -0.76]], "e_tot_ha": -324.26488, "homo_energy_ev": [-7.52, -6.92], "lumo_ev": [0.851, 0.022], "largest_force_ev_per_a": 1.36, "gap_ev": [8.4, 6.9]}

=====

Question: Number 1 is which compound?
Answer: C4H4O2S2